8
Properties=species:S:1:pos:R:3:lowdin_charge:R:1 method="wB97M-V/def2-TZVPD" total_charge=0 de_lowest_kj_mol=585.36 homo_lumo_gap_ev=7.7374 lumo_ev=-1.71 homo_ha=-0.34720 total_energy_ha=-1349.61316
C -0.25 0.27 -0.39 -0.358
F -1.46 0.16 0.29 -0.138
Si 1.04 -0.56 0.71 0.379
Cl 3.24 1.29 -0.57 -0.403
Cl 1.44 -2.44 0.28 0.402
H -0.47 -0.18 -1.39 0.103
H -0.21 1.28 -0.57 0.047
H 1.04 0.14 1.97 -0.031